Entry from the OMol25 dataset: a molecular structure, C15H27FInN2O3S (wB97M-V/def2-TZVPD).

```
50
Properties=species:S:1:pos:R:3:forces:R:3
C 6.2064 -1.4837 -0.2940 0.04 -0.57 0.37
C 5.2118 -1.6154 0.8448 0.02 0.84 -0.25
F 5.1047 -2.9909 1.1681 -0.19 -0.35 0.01
In 3.2346 -0.6186 0.5089 -0.40 -0.47 0.07
C 1.6505 -1.9621 -0.3446 0.05 0.83 -0.25
C 0.4446 -1.0675 -0.6616 0.43 -0.36 0.21
C -0.7840 -1.8312 -1.1528 -0.31 0.70 0.50
C -1.6644 -2.3101 0.0157 0.29 -0.08 -1.03
C -2.7128 -1.2853 0.3994 0.20 -0.12 0.30
C -3.8940 -1.8466 1.1631 -0.69 0.56 0.22
C -5.0287 -0.8046 1.2333 0.55 -0.17 0.18
S -6.0879 -1.0612 -0.2096 0.16 -0.21 -0.45
C -6.8819 0.4699 -0.3095 -0.03 0.11 -0.18
N -7.4718 1.0871 0.6377 -0.26 -0.09 1.00
N -7.9313 2.2757 0.1284 -0.22 0.46 0.28
C -7.5928 2.2827 -1.1053 -0.52 0.59 0.72
O -6.9329 1.1933 -1.4692 0.66 -0.77 -0.76
C 3.3647 1.1780 -0.8315 0.16 0.11 0.62
C 4.0305 2.3729 -0.1034 -0.48 -0.46 -0.46
C 2.9980 3.0623 0.7941 0.61 -0.22 -1.01
C 2.1446 4.0817 0.0926 -1.27 0.93 0.97
O 1.3746 4.8005 0.7058 1.09 -0.57 -0.92
O 2.2520 4.2041 -1.2749 -0.51 0.27 0.35
H 6.7657 -0.5613 -0.1910 -0.05 0.41 -0.21
H 6.9349 -2.2891 -0.1844 0.20 -0.14 -0.13
H 5.7564 -1.5640 -1.2777 -0.02 0.09 -0.24
H 5.6826 -1.1548 1.7117 0.04 -0.07 0.32
H 2.5835 -0.0499 2.0898 0.08 0.04 -0.11
H 1.9448 -2.4229 -1.2876 0.21 -0.35 0.02
H 1.3472 -2.7280 0.3641 0.09 -0.29 0.10
H 0.2190 -0.5142 0.2520 -0.39 0.20 0.07
H 0.7229 -0.3140 -1.3930 0.13 0.13 -0.22
H -0.4859 -2.6626 -1.7798 0.18 -0.21 -0.14
H -1.3855 -1.1540 -1.7612 -0.17 -0.07 -0.28
H -0.9864 -2.5192 0.8350 -0.08 -0.26 0.41
H -2.1440 -3.2364 -0.2954 -0.19 -0.21 0.19
H -3.0871 -0.7587 -0.4753 -0.06 -0.08 -0.33
H -2.2361 -0.5230 1.0117 0.01 0.24 0.13
H -3.6370 -2.0759 2.1927 0.22 -0.27 0.10
H -4.3007 -2.7469 0.7053 0.22 -0.30 -0.05
H -4.5740 0.1758 1.1944 -0.12 0.37 -0.12
H -5.5870 -0.8758 2.1556 -0.36 -0.08 0.05
H -7.8184 3.0991 -1.7539 0.15 -0.04 -0.68
H 2.3295 1.4686 -1.0316 -0.25 -0.13 -0.17
H 3.8232 0.9787 -1.7964 0.17 -0.09 -0.13
H 4.8594 2.0539 0.5225 0.22 -0.08 0.01
H 4.4098 3.0583 -0.8593 0.24 0.37 0.21
H 3.4797 3.5358 1.6373 -0.16 0.27 0.34
H 2.3266 2.2912 1.1559 -0.17 -0.11 0.42
H 2.0225 3.3578 -1.6770 0.50 -0.30 -0.06
```
Forces are in eV/Å.

orbital gap: 6.92 eV
total charge: -1

Löwdin charges, unit e, in atom order:
1. C -0.1512
2. C -0.4620
3. F -0.1572
4. In 0.7054
5. C -0.2989
6. C -0.3508
7. C -0.2209
8. C -0.2070
9. C -0.2351
10. C -0.2802
11. C -0.4616
12. S 0.9963
13. C -0.7003
14. N 0.0466
15. N 0.0473
16. C -0.2191
17. O 0.0469
18. C -0.2858
19. C -0.3073
20. C -0.1380
21. C -0.4829
22. O 0.0806
23. O 0.0583
24. H 0.0593
25. H 0.0605
26. H 0.0521
27. H 0.0514
28. H -0.0779
29. H 0.0232
30. H 0.0200
31. H 0.0834
32. H 0.0794
33. H 0.0999
34. H 0.0945
35. H 0.1095
36. H 0.1044
37. H 0.1024
38. H 0.1208
39. H 0.1134
40. H 0.0902
41. H 0.0828
42. H 0.0739
43. H 0.1260
44. H 0.0049
45. H 0.0258
46. H 0.0849
47. H 0.0916
48. H 0.1202
49. H 0.0852
50. H 0.0955

=====

Entry from the OMol25 dataset: BrClH4Si2 in the gas phase (wB97M-V/def2-TZVPD).

```
8
Properties=species:S:1:pos:R:3:forces:R:3
Si 0.6686 1.0777 0.1580 0.01 1.75 -1.47
Si -0.8743 -0.6528 -0.0323 -2.10 -0.23 -0.68
Cl 0.0817 -2.0840 0.9652 1.11 -1.08 0.84
Br -1.1296 -1.5855 -2.1245 0.08 0.80 0.77
H 1.3606 0.7436 1.3420 0.55 -0.25 1.24
H 1.4845 0.6311 -0.9750 0.29 -0.10 -0.20
H 0.6438 2.6477 0.0130 -0.57 -1.51 0.17
H -2.2354 -0.7778 0.6535 0.65 0.62 -0.68
```
Forces are in eV/Å.

ΔE to the lowest compared entry with this formula, charge and spin: 15.2 kcal per mole
orbital gap: 10.54 eV
SMILES string: [SiH3][Si@H](Cl)Br

natural (NBO) charges, unit e, in atom order:
1. Si 0.3789
2. Si 0.7608
3. Cl -0.3620
4. Br -0.3098
5. H -0.1281
6. H -0.1213
7. H -0.0891
8. H -0.1294

=====

Entry from the OMol25 dataset: C4H7NO in the gas phase (wB97M-V/def2-TZVPD).

```
13
Properties=species:S:1:pos:R:3:forces:R:3
C 2.1007 -0.3230 0.1993 0.05 0.04 0.02
C 0.6498 0.0126 0.1763 0.18 0.22 -0.05
N 0.1161 1.1625 0.2372 0.19 -0.36 -0.06
C -1.3277 0.9410 0.0991 -0.24 0.04 0.00
C -1.4332 -0.5182 -0.3652 -0.23 0.06 -0.10
O -0.1625 -1.0691 0.0057 0.07 -0.07 -0.02
H 2.7037 0.5756 0.3273 -0.14 -0.09 0.04
H 2.3561 -0.7949 -0.7553 0.00 0.03 0.15
H 2.3198 -1.0416 0.9947 -0.05 0.11 -0.10
H -1.8259 1.1127 1.0607 0.09 -0.01 -0.09
H -1.7512 1.6386 -0.6267 0.03 -0.06 0.09
H -1.5166 -0.5967 -1.4552 -0.07 0.03 0.11
H -2.2290 -1.0995 0.1021 0.12 0.07 0.00
```
Forces are in eV/Å.

ΔE to the lowest compared entry with this formula, charge and spin: 19.4 kcal per mole
orbital gap: 10.50 eV
SMILES string: CC1=NCCO1

natural (NBO) charges, unit e, in atom order:
1. C -0.6691
2. C 0.5469
3. N -0.4782
4. C -0.2755
5. C -0.0940
6. O -0.5043
7. H 0.2388
8. H 0.2334
9. H 0.2337
10. H 0.1939
11. H 0.2050
12. H 0.1745
13. H 0.1949

=====

Entry from the OMol25 dataset: 3 unconnected molecules or ions with the total composition C4H13N2O2 (wB97M-V/def2-TZVPD).

```
21
Properties=species:S:1:pos:R:3:forces:R:3
O 0.5531 0.4582 -0.5041 0.93 0.96 0.51
C 0.0558 -0.4059 -1.1752 -1.47 -0.63 -1.09
C -1.4097 -0.5274 -1.2375 0.09 0.07 1.40
C -2.2812 0.4735 -0.6030 -0.46 -0.62 -1.25
C -2.1632 0.5536 0.9927 -0.16 -0.68 1.37
N -2.4725 -0.6252 1.6977 0.07 0.84 0.62
N 5.2047 0.8431 -1.4444 1.68 0.30 -2.31
H 0.6334 -1.1532 -1.7276 0.20 -0.09 -0.03
H -1.8180 -1.5302 -1.3223 0.08 0.00 -0.47
H -3.3182 0.2008 -0.7814 -0.10 0.05 -0.09
H -2.1372 1.4823 -0.9824 0.31 0.15 0.30
H -2.8771 1.3153 1.3148 -0.16 0.10 -0.45
H -1.1681 0.8268 1.2794 0.53 0.32 -0.25
H -3.3940 -0.7419 2.1013 -0.29 -0.15 -0.31
H -1.7322 -1.0503 2.2577 0.30 -0.29 -0.44
H 5.3362 1.7569 -1.9091 -0.43 0.37 0.81
H 6.1232 0.4662 -1.1417 -0.69 -0.20 0.69
H 4.5983 0.2566 -2.0283 -0.39 -0.40 0.78
H 0.5074 -0.2461 1.2757 0.80 0.09 -0.46
H 1.2331 -1.5065 1.9235 -0.33 0.55 -0.16
O 0.5260 -0.8466 2.0141 -0.50 -0.74 0.83
```
Forces are in eV/Å.

ΔE to the lowest compared entry with this formula, charge and spin: 90.5 kcal per mole
orbital gap (spin up / spin down): 8.82 / 3.45 eV
spin multiplicity: 2
total charge: +2

natural (NBO) charges, unit e, in atom order:
1. O -0.5328
2. C 0.3417
3. C -0.0008
4. C -0.4660
5. C -0.2376
6. N -0.4111
7. N -0.2891
8. H 0.1502
9. H 0.2204
10. H 0.2586
11. H 0.2861
12. H 0.2832
13. H 0.2498
14. H 0.4162
15. H 0.4428
16. H 0.4254
17. H 0.4394
18. H 0.4239
19. H 0.4774
20. H 0.4990
21. O -0.9767

=====

Entry from the OMol25 dataset: 2 unconnected molecules or ions with the total composition C2H6N2 (wB97M-V/def2-TZVPD).

```
10
Properties=species:S:1:pos:R:3:forces:R:3
C 0.0306 -0.2923 0.2504 0.96 -2.71 2.79
C 0.6442 1.0878 0.0055 -0.63 -1.48 0.72
N -1.2961 -0.6658 -0.0565 -0.46 1.08 -0.58
N -0.1760 -1.3443 -0.7623 0.92 1.94 -0.51
H 0.3993 -0.9745 1.9129 -0.38 1.48 -3.63
H 0.0887 1.4406 -0.8127 -1.10 1.00 -1.04
H 1.6698 1.2087 -0.3068 0.50 -0.87 0.27
H 0.4789 1.6610 0.8938 -0.17 0.59 0.32
H -1.7855 -1.2919 0.5999 0.99 0.19 -0.43
H -0.0540 -0.8292 -1.7242 -0.63 -1.20 2.09
```
Forces are in eV/Å.

ΔE to the lowest compared entry with this formula, charge and spin: 129.5 kcal per mole
orbital gap: 9.92 eV

natural (NBO) charges, unit e, in atom order:
1. C 0.2764
2. C -0.6747
3. N -0.5179
4. N -0.4681
5. H -0.0063
6. H 0.2194
7. H 0.2334
8. H 0.2335
9. H 0.3716
10. H 0.3326

=====

Entry from the OMol25 dataset: a molecular structure, C25H18Cl2N2O4W (wB97M-V/def2-TZVPD).

```
52
Properties=species:S:1:pos:R:3:forces:R:3
W -0.1232 -0.2959 -0.4927 -1.70 -0.03 1.95
Cl 4.7891 2.0448 4.4058 0.18 -0.02 0.06
C 3.6287 1.7243 3.1939 -0.31 -0.05 -0.26
C 3.1417 2.7834 2.4084 0.11 -0.47 0.29
C 2.1277 2.5674 1.5046 -0.58 -0.50 -0.43
C 1.5978 1.2833 1.3277 1.25 -0.43 1.48
O 0.5746 1.0499 0.5187 1.10 1.95 0.48
C 2.1428 0.1740 2.0577 -0.02 1.17 -0.32
C 1.6002 -1.1296 1.9102 -0.78 0.15 -0.61
N 0.6594 -1.4290 1.0264 1.19 0.10 1.04
C -0.0492 -2.6431 1.0621 -0.56 -1.06 0.30
C 0.4371 -3.8882 1.4358 -0.18 1.02 -0.33
C -0.3967 -5.0061 1.3552 -0.45 -0.22 -0.12
C -1.6990 -4.8973 0.9265 0.30 -0.02 0.16
C -2.2389 -3.6407 0.5804 0.13 0.46 -0.06
C -3.5700 -3.4527 0.1435 0.44 0.39 0.12
C -4.0060 -2.1804 -0.1473 -0.07 -0.12 0.12
C -3.1273 -1.1065 -0.0758 0.55 0.24 0.20
N -1.8303 -1.2262 0.2831 -1.01 -0.97 -0.09
C -1.4030 -2.4976 0.6494 0.20 -0.45 0.35
C 3.1491 0.4409 3.0092 -0.01 0.05 -0.11
H 3.5535 3.7731 2.5333 0.03 0.07 0.05
H 1.7291 3.3853 0.9228 -0.04 0.02 -0.01
H 1.9428 -1.8864 2.6081 -0.17 -0.17 0.00
H 1.4667 -4.0048 1.7450 0.04 -0.01 -0.01
H 0.0040 -5.9721 1.6164 0.01 -0.11 0.04
H -2.3260 -5.7729 0.8502 -0.04 -0.08 0.03
H -4.2324 -4.2959 0.0507 -0.14 -0.20 0.01
H -5.0298 -2.0025 -0.4372 -0.04 0.07 -0.05
H -3.4812 -0.1082 -0.2991 0.14 0.01 -0.14
H 3.5449 -0.3617 3.6124 0.06 -0.11 0.06
C -2.0299 2.3470 -0.4298 0.18 -0.04 0.00
C -0.7748 2.6802 -1.1945 -0.25 -0.43 -0.53
C -0.1362 3.8847 -0.9646 0.31 -0.03 -0.20
C 1.0398 4.2198 -1.6360 -0.32 -0.61 -0.14
Cl 1.8079 5.7092 -1.3136 0.13 0.17 0.04
C 1.5742 3.3262 -2.5592 -0.07 0.21 0.27
C 0.9426 2.1241 -2.8238 -0.45 -0.22 0.03
C -0.2271 1.7811 -2.1389 -0.06 1.90 -0.31
O -1.0237 0.6236 -2.4152 0.39 0.35 0.47
C -0.4676 -0.3116 -3.3614 0.07 -0.59 -0.82
C 0.4326 -1.0586 -2.3795 0.15 -0.49 -2.28
O -0.2225 -1.9169 -1.6706 0.97 -1.03 -0.87
O 1.4942 -0.5318 -1.9097 -0.52 -0.40 -0.11
H -2.3578 3.2332 0.1104 -0.07 -0.12 0.10
H -1.8391 1.5539 0.3286 -0.34 0.42 -0.34
H -2.8274 2.0516 -1.1118 -0.05 -0.13 0.10
H -0.5578 4.5806 -0.2548 -0.05 0.06 0.06
H 2.4831 3.5657 -3.0845 0.11 0.09 -0.08
H 1.3964 1.4945 -3.5721 -0.04 -0.11 0.03
H 0.0054 0.1785 -4.2131 -0.06 -0.05 0.24
H -1.2883 -0.9637 -3.6912 0.32 0.33 0.12
```
Forces are in eV/Å.

ΔE to the lowest compared entry with this formula, charge and spin: 42.7 kcal per mole
orbital gap (spin up / spin down): 5.93 / 6.66 eV
spin multiplicity: 3
total charge: +2

natural (NBO) charges, unit e, in atom order:
1. W 1.9415
2. Cl 0.1018
3. C -0.0586
4. C -0.1198
5. C -0.2464
6. C 0.4118
7. O -0.6774
8. C -0.2160
9. C 0.2484
10. N -0.5483
11. C 0.1668
12. C -0.1685
13. C -0.1734
14. C -0.1280
15. C -0.0972
16. C -0.0003
17. C -0.2727
18. C 0.1534
19. N -0.5547
20. C 0.1640
21. C -0.1308
22. H 0.2595
23. H 0.2465
24. H 0.2298
25. H 0.2434
26. H 0.2552
27. H 0.2492
28. H 0.2532
29. H 0.2656
30. H 0.2321
31. H 0.2467
32. C -0.6279
33. C -0.0127
34. C -0.2200
35. C -0.0234
36. Cl 0.0926
37. C -0.2243
38. C -0.1713
39. C 0.1535
40. O -0.4908
41. C -0.1431
42. C 0.6232
43. O -0.6164
44. O -0.5600
45. H 0.2632
46. H 0.2014
47. H 0.2379
48. H 0.2472
49. H 0.2563
50. H 0.2371
51. H 0.2470
52. H 0.2537

=====

Entry from the OMol25 dataset: 2 unconnected molecules or ions with the total composition C8H16BN3O8P (wB97M-V/def2-TZVPD).

```
37
Properties=species:S:1:pos:R:3:forces:R:3
N -1.0578 5.9361 0.0503 -0.13 -2.67 -0.55
B -1.9464 5.0023 -0.8059 -0.58 2.53 -1.18
O -3.0125 5.5864 -1.6580 3.32 -1.61 0.56
C -1.5894 3.3989 -0.7310 -0.11 -0.29 0.60
C -0.1628 2.8892 -1.4133 -4.37 -2.43 1.45
N -0.3562 1.5201 -1.4952 2.41 4.23 1.44
P 0.9856 0.4869 -2.1434 2.96 -2.46 0.00
O 2.3659 1.5481 -2.3677 -1.54 -1.96 1.27
O 1.4470 -0.5099 -0.7472 -1.75 4.13 -0.77
C -1.7086 0.9603 -1.0265 -2.86 -0.51 -2.14
O -1.7060 0.1120 0.1888 1.49 3.00 -1.50
N -2.2503 -1.0762 -0.2166 1.36 -5.23 2.16
O -1.8332 -1.9978 0.4719 -1.90 3.75 -2.33
C -2.7409 2.2757 -1.0472 1.99 -0.66 1.03
H -0.0807 5.7378 -0.3182 -1.13 0.61 0.72
H -1.0465 5.4635 1.0037 0.23 0.95 -1.23
H -2.6311 6.0271 -2.4739 -0.75 -0.39 1.53
H -1.3749 3.2574 0.4296 -0.13 0.14 -2.18
H 0.7409 3.5648 -1.7243 -1.49 -1.97 0.50
H 3.2053 0.9834 -2.2833 -1.61 0.99 -0.06
H 1.2667 0.1197 0.0327 0.68 -1.64 -1.01
H -2.0573 0.2337 -1.8897 0.90 1.43 1.69
H -3.4802 2.2478 -0.1362 1.50 -0.14 -1.89
H -3.3334 2.2977 -2.0561 1.46 0.28 1.92
C 0.2600 -4.3935 0.8891 -0.21 -0.37 0.09
C 1.3428 -4.0056 1.8757 -1.02 0.06 -0.90
C 2.7079 -3.8965 1.2660 0.32 0.53 -0.53
O 3.5545 -4.1464 2.3748 -0.26 -0.44 0.64
C 2.8419 -4.9418 3.2307 1.11 -1.40 2.29
O 3.3125 -5.5060 4.2022 -1.10 1.38 -2.34
O 1.5318 -5.0203 2.8479 0.91 0.00 0.39
H -0.6641 -4.6501 1.4177 0.12 0.19 -0.08
H 0.0529 -3.5771 0.1912 0.09 -0.09 0.13
H 0.5466 -5.2804 0.3131 0.08 0.16 0.11
H 1.0594 -3.0861 2.4015 0.11 0.02 -0.03
H 2.9021 -2.9055 0.8458 0.12 -0.14 0.16
H 2.9087 -4.6554 0.5013 -0.23 0.04 0.03
```
Forces are in eV/Å.

orbital gap: 6.42 eV
total charge: +1

natural (NBO) charges, unit e, in atom order:
1. N -1.1007
2. B 1.1784
3. O -0.9268
4. C -0.6617
5. C 0.3175
6. N -0.6470
7. P 1.5096
8. O -0.9921
9. O -0.9351
10. C 0.1961
11. O -0.3733
12. N 0.3623
13. O -0.2167
14. C -0.4178
15. H 0.3713
16. H 0.3805
17. H 0.5229
18. H 0.2828
19. H 0.3099
20. H 0.5381
21. H 0.4924
22. H 0.2545
23. H 0.2782
24. H 0.2757
25. C -0.6235
26. C 0.0601
27. C -0.0939
28. O -0.4854
29. C 0.9587
30. O -0.5557
31. O -0.4831
32. H 0.2356
33. H 0.2101
34. H 0.2219
35. H 0.1747
36. H 0.1935
37. H 0.1878